Record 1
Molecular formula: C28H63N2O7
Method: DFT, wB97M-V/def2-TZVPD

Atoms and positions in Å:
O: -2.3673 3.2109 -6.3950
C: -2.2821 2.0292 -6.5790
O: -2.5651 1.0770 -5.5846
C: -1.2901 0.4494 -5.2277
C: -1.2914 0.2871 -3.6418
C: -0.1146 1.2488 -3.1131
C: 1.2432 0.4831 -3.4260
N: 2.3532 1.3774 -3.8572
C: 2.3950 2.7760 -4.0639
C: 3.7382 3.1330 -4.4385
N: 4.4815 1.9401 -4.4610
C: 3.6205 0.9101 -4.1204
H: -1.9505 1.6706 -7.6019
H: -0.4372 1.0880 -5.5920
H: -1.2055 -0.5515 -5.7410
H: -2.2895 0.5884 -3.2357
H: -0.9822 -0.7488 -3.3306
H: -0.2691 1.3174 -2.0010
H: -0.1910 2.2594 -3.5879
H: 1.5804 0.0338 -2.4408
H: 1.0771 -0.3924 -4.1110
H: 1.5024 3.4270 -3.9411
H: 4.0776 4.1631 -4.6789
H: 5.4770 1.8670 -4.6899
H: 4.0235 -0.1257 -4.0943
C: 4.1805 -0.7702 1.2359
C: 2.8585 -0.5158 0.5340
O: 2.2651 -1.6934 0.0059
C: 1.9119 -2.6978 0.9476
C: 0.8704 -2.2406 1.9542
H: 4.8531 -1.3468 0.5960
H: 4.6619 0.1735 1.4978
H: 4.0393 -1.3389 2.1568
H: 3.0375 0.1471 -0.3190
H: 2.1560 0.0057 1.1916
H: 2.8047 -3.0823 1.4502
H: 1.4998 -3.5268 0.3684
H: 1.2737 -1.4849 2.6322
H: 0.5314 -3.0826 2.5603
H: 0.0092 -1.8000 1.4464
C: -6.0987 -3.3162 -1.3544
C: -5.0834 -2.1927 -1.2439
O: -4.3327 -1.9893 -2.4332
C: -5.0705 -1.6081 -3.5868
C: -5.7860 -0.2771 -3.4314
H: -5.6279 -4.2272 -1.7308
H: -6.5452 -3.5244 -0.3800
H: -6.9061 -3.0577 -2.0434
H: -4.3596 -2.4499 -0.4674
H: -5.5610 -1.2594 -0.9282
H: -5.7685 -2.4007 -3.8748
H: -4.3450 -1.5219 -4.3998
H: -6.5985 -0.3424 -2.7049
H: -6.2172 0.0372 -4.3838
H: -5.0959 0.4948 -3.0829
C: 7.0204 2.0797 0.7814
C: 5.9886 2.9957 1.4175
O: 6.2742 3.3092 2.7713
C: 7.4846 4.0127 3.0139
C: 7.5292 5.3811 2.3561
H: 7.1917 1.1996 1.4050
H: 6.6860 1.7550 -0.2067
H: 7.9809 2.5852 0.6594
H: 5.0213 2.4862 1.4189
H: 5.8573 3.9119 0.8311
H: 8.3465 3.4049 2.7203
H: 7.5495 4.1421 4.0961
H: 7.5775 5.3009 1.2676
H: 8.4101 5.9341 2.6870
H: 6.6352 5.9579 2.6031
C: -6.2368 -6.8170 1.9566
C: -5.7937 -5.5892 2.7337
O: -6.7426 -4.5338 2.7085
C: -8.0078 -4.8103 3.2900
C: -7.9332 -5.1346 4.7721
H: -6.5541 -6.5417 0.9482
H: -5.4216 -7.5396 1.8874
H: -7.0813 -7.3125 2.4406
H: -4.8846 -5.1944 2.2739
H: -5.5345 -5.8472 3.7658
H: -8.5180 -5.6059 2.7370
H: -8.6070 -3.9067 3.1586
H: -7.4364 -6.0911 4.9481
H: -8.9360 -5.1985 5.1989
H: -7.3684 -4.3682 5.3072
C: 2.8127 3.7453 4.9606
C: 3.1259 3.3513 3.5278
O: 2.4757 2.1542 3.1170
C: 1.0564 2.1786 3.1143
C: 0.4736 3.2023 2.1547
H: 2.9814 2.9047 5.6371
H: 3.4399 4.5827 5.2713
H: 1.7695 4.0503 5.0730
H: 4.1972 3.1621 3.4440
H: 2.8986 4.1686 2.8337
H: 0.6736 2.3255 4.1292
H: 0.7333 1.1823 2.8010
H: 0.6760 4.2224 2.4867
H: -0.6099 3.0853 2.0844
H: 0.9084 3.0890 1.1582

The charge is +1. The HOMO energy is -10.878 eV. The HOMO-LUMO gap comes out at 7.61 eV. The multiplicity is 1.

Record 2
Molecular formula: C28H64ClF3N4O18S
Method: DFT, wB97M-V/def2-TZVPD

Atoms and positions in Å:
C: -31.4611 -17.2278 17.5070
F: -32.0458 -16.1859 16.8588
F: -31.6909 -17.0154 18.8257
F: -32.1173 -18.3416 17.1443
S: -29.6396 -17.3324 17.1534
O: -29.2985 -18.5196 17.9108
O: -29.5780 -17.4545 15.7224
O: -29.1454 -16.0798 17.6958
Cl: -24.6814 -17.8001 14.4548
O: -24.7007 -17.7380 13.0001
O: -23.6400 -18.7198 14.8693
O: -24.3965 -16.4913 15.0201
O: -25.9956 -18.1996 14.8653
C: -23.7087 -21.0547 19.0142
C: -23.6483 -20.9770 17.4838
O: -22.3305 -21.4571 17.1987
C: -21.5693 -21.3469 18.3177
O: -20.3920 -21.4801 18.3229
O: -22.3312 -21.0776 19.3941
H: -24.2421 -21.9532 19.3246
H: -24.1921 -20.1746 19.4275
H: -23.8352 -19.9785 17.0876
H: -24.3830 -21.6257 17.0122
C: -25.8266 -24.3592 15.6910
O: -25.8006 -23.8848 14.3706
C: -24.4756 -23.7709 13.8451
C: -24.6097 -23.4301 12.3707
N: -25.5735 -22.3219 12.0903
C: -24.8703 -21.0303 12.2964
C: -23.9365 -20.6073 11.2019
O: -24.6618 -20.5339 9.9734
C: -23.8305 -20.0956 8.9457
H: -25.1432 -25.2042 15.8449
H: -26.8353 -24.7410 15.8540
H: -25.6051 -23.5603 16.4040
H: -23.9852 -24.7363 14.0184
H: -23.9430 -22.9982 14.4150
H: -24.9109 -24.3404 11.8438
H: -23.6264 -23.1661 11.9717
H: -26.0847 -22.3726 12.9732
H: -24.3807 -20.9166 13.2766
H: -25.6470 -20.2649 12.3969
H: -23.1307 -21.3360 11.0171
H: -23.5284 -19.6268 11.4653
H: -23.5398 -19.0418 9.0793
H: -24.3810 -20.0610 7.9974
H: -22.9708 -20.7624 8.7941
C: -19.7535 -12.8872 12.8197
O: -20.2378 -14.1916 12.6980
C: -20.1778 -14.9607 13.8982
C: -20.9727 -16.2200 13.7270
N: -20.3885 -16.9584 12.6006
C: -21.2723 -18.0379 12.1728
C: -20.7572 -18.7545 10.9658
O: -20.8368 -17.9169 9.8212
C: -20.4221 -18.5589 8.6376
H: -19.7940 -12.4398 11.8283
H: -18.7429 -12.8650 13.2563
H: -20.3498 -12.2494 13.4957
H: -20.5925 -14.3644 14.7240
H: -19.1235 -15.1764 14.1038
H: -22.0573 -16.0958 13.6182
H: -20.8304 -16.8116 14.6386
H: -20.3420 -16.2979 11.8302
H: -22.2763 -17.6114 12.0234
H: -21.4017 -18.7855 12.9625
H: -21.1584 -19.7620 10.8194
H: -19.6730 -18.9065 11.1456
H: -20.9204 -19.5303 8.5466
H: -19.3311 -18.6595 8.6062
H: -20.7650 -17.9214 7.8227
C: -30.1860 -15.2148 10.3710
O: -29.2184 -15.5627 11.3063
C: -28.2128 -14.6114 11.4026
C: -27.0527 -15.0679 12.2854
N: -27.4913 -15.7323 13.5370
C: -27.7646 -14.7565 14.5831
C: -29.1986 -14.2082 14.7161
O: -30.1560 -15.1291 14.2673
C: -31.4425 -14.5999 14.3398
H: -30.8705 -14.4388 10.7506
H: -30.7975 -16.0935 10.1561
H: -29.7604 -14.8533 9.4231
H: -28.5463 -13.6199 11.7482
H: -27.7427 -14.4144 10.4172
H: -26.5122 -14.1467 12.5726
H: -26.3382 -15.7437 11.8157
H: -26.6213 -16.1614 13.8595
H: -27.1549 -13.8302 14.5054
H: -27.3813 -15.1448 15.5288
H: -29.2649 -13.3005 14.0900
H: -29.3505 -13.9972 15.7832
H: -31.6016 -14.0981 15.3016
H: -32.1903 -15.3894 14.2468
H: -31.6238 -13.9211 13.4848
C: -25.1802 -13.5996 16.7775
O: -24.8824 -13.2189 15.4677
C: -23.5661 -13.4967 15.0505
C: -23.5375 -13.2790 13.5700
N: -23.6875 -11.8616 13.2429
C: -23.6087 -11.6047 11.8135
C: -23.2338 -10.1379 11.5479
O: -23.7897 -9.6072 10.3699
C: -23.4497 -10.3110 9.2065
H: -26.1176 -13.1552 17.0913
H: -24.4327 -13.1443 17.4668
H: -25.0207 -14.6746 16.8961
H: -23.3190 -14.5300 15.3281
H: -22.8868 -12.8275 15.6079
H: -24.3592 -13.8870 13.1567
H: -22.6291 -13.6562 13.1119
H: -24.5836 -11.5391 13.5865
H: -24.6055 -11.7439 11.3510
H: -22.9616 -12.3050 11.2878
H: -22.1317 -10.1239 11.4757
H: -23.5682 -9.5080 12.3662
H: -22.3647 -10.4837 9.1454
H: -23.8136 -9.7471 8.3513
H: -23.9166 -11.3045 9.1707

The charge is -2. The HOMO energy is -3.533 eV. The HOMO-LUMO gap comes out at 7.26 eV. The multiplicity is 1.

The lowest charge belongs to which entry?
C28H64ClF3N4O18S